# 1
C12H15F9O6 | ωB97M-V with the def2-TZVPD basis set

Cartesian coordinates (Å):
C1 1.4649 -1.0417 0.3676
C2 2.4508 -2.0033 1.0886
O1 3.6009 -2.2590 0.2747
C3 4.5382 -3.1755 0.6356
O2 4.4968 -3.8808 1.6635
C4 5.7630 -3.3858 -0.3208
F1 6.7552 -3.7110 0.4125
F2 5.5134 -4.3109 -1.1965
F3 5.8962 -2.2421 -0.9637
H1 0.9291 -1.4691 -0.4799
H2 2.0350 -0.2507 -0.1197
H3 0.7775 -0.6704 1.1277
H4 1.9119 -2.9367 1.2511
H5 2.8257 -1.5888 2.0244
C5 0.1734 0.7861 -0.0139
C6 -0.0707 -0.3474 -0.9907
O3 -1.2403 -1.1041 -0.6470
C7 -1.6216 -2.1954 -1.3802
O4 -1.0191 -2.6535 -2.3296
C8 -2.9709 -2.7202 -0.8276
F4 -3.8979 -1.8673 -0.9349
F5 -3.3393 -3.7548 -1.5584
F6 -2.9014 -3.1018 0.4283
H6 0.2728 0.2599 0.9354
H7 -0.6004 1.5265 0.1893
H8 1.2044 1.1328 -0.0838
H9 0.7487 -1.0582 -1.0977
H10 -0.3729 0.1889 -1.8902
C9 -3.0088 2.3728 -1.2902
C10 -3.1824 3.8163 -0.9405
O5 -2.8446 3.9167 0.4765
C11 -1.6259 3.8160 1.0489
O6 -0.6037 3.6308 0.4061
C12 -1.5509 3.9067 2.5938
F7 -1.0984 5.0551 2.9280
F8 -2.8136 3.8924 3.0472
F9 -0.8140 2.9305 3.1887
H11 -3.1787 2.4123 -2.3662
H12 -3.7935 1.6998 -0.9444
H13 -2.0527 2.0008 -0.9222
H14 -4.2151 4.1355 -1.0809
H15 -2.5412 4.2486 -1.7087

Relative energy (zero: lowest compared OMol25 entry of this formula, charge and spin), kcal per mole: 214.4
Frontier orbital gap, Eh: 0.3797
Total energy, Eh: -1816.204626
Maximum force, eV/Å: 10.13

***

# 2
C12H15I | ωB97M-V with the def2-TZVPD basis set

Cartesian coordinates (Å):
C1 -1.4706 -0.1756 -1.7370
C2 -0.9133 0.9747 -1.5495
C3 -0.8598 -1.0559 0.5141
C4 -1.4711 -1.2305 -0.6957
C5 -0.3761 1.4102 -0.2545
C6 -0.3724 0.3071 0.8314
C7 2.7782 -1.7669 1.0154
C8 3.0878 -0.6781 0.5926
C9 -2.2334 -2.5133 -0.9156
C10 -1.2260 2.5007 0.3358
C11 3.3941 0.4483 -0.3159
C12 0.2736 0.4967 2.0256
I1 0.3659 -0.9156 3.6045
H1 -1.9093 -0.3243 -2.7029
H2 -0.8553 1.6870 -2.3081
H3 -0.7654 -1.8452 1.2773
H4 0.6160 1.8084 -0.5037
H5 2.3566 -2.3515 1.8025
H6 -3.1483 -2.4023 -1.4628
H7 -1.5608 -3.1520 -1.5312
H8 -2.4316 -3.0290 -0.0535
H9 -1.2619 2.4488 1.4519
H10 -1.0207 3.5308 -0.0579
H11 -2.2990 2.4504 -0.0467
H12 3.7150 0.0301 -1.3623
H13 2.4642 1.0164 -0.3493
H14 4.1831 1.0358 0.1173
H15 0.9406 1.2946 2.2780

Relative energy (zero: lowest compared OMol25 entry of this formula, charge and spin), kcal per mole: 47.3
Frontier orbital gap, Eh: 0.2983
SMILES: CC1=C/C(=C\I)[C@H](C)C=C1.C#CC
Total energy, Eh: -763.779488
Maximum force, eV/Å: 3.58

***

# 3
C12H15N2O | ωB97M-V with the def2-TZVPD basis set

Cartesian coordinates (Å):
C1 2.7273 1.2464 -0.2433
C2 -1.6381 3.7781 0.1409
C3 -1.7430 2.9895 -1.0159
C4 -0.4945 3.7033 0.9112
C5 -0.5888 2.2759 -1.5116
C6 0.6015 2.9509 0.5126
C7 0.5710 2.2401 -0.6848
C8 0.4074 -1.0057 1.1091
C9 -1.1256 -2.5576 -0.0652
C10 1.4388 -2.8281 -0.3479
C11 1.6489 1.3513 -1.0722
C12 0.2138 -1.8709 -0.1418
N1 3.5902 1.1030 0.5145
N2 0.3025 -0.8507 -1.3942
O1 -0.8005 -0.4345 -1.7349
H1 -2.5336 4.3879 0.4395
H2 -2.6580 2.9888 -1.7621
H3 -0.2480 4.4728 1.7039
H4 -0.6452 1.5285 -2.2676
H5 1.4877 2.9818 1.1032
H6 0.2456 -1.5370 2.0040
H7 1.4804 -0.8240 1.0681
H8 -0.1788 -0.1124 1.1731
H9 -1.3891 -3.0341 -1.0482
H10 -1.9524 -1.7780 -0.0087
H11 -1.0685 -3.4439 0.6300
H12 1.6105 -3.0793 -1.4287
H13 2.2912 -2.2980 0.1106
H14 1.2859 -3.7562 0.2024
H15 1.8735 1.0594 -2.0836

Relative energy (zero: lowest compared OMol25 entry of this formula, charge and spin), kcal per mole: 0.0
Net charge: -1
Frontier orbital gap (alpha / beta), Eh: 0.2172 / 0.2172
Total energy, Eh: -650.909312
Maximum force, eV/Å: 3.32

***

# 4
C12H15N3 | ωB97M-V with the def2-TZVPD basis set

Cartesian coordinates (Å):
N1 4.5763 -8.7424 4.0400
C1 4.4120 -8.0579 2.7944
C2 5.6141 -8.0263 2.0945
C3 6.5333 -8.7811 2.9134
C4 5.8847 -9.1628 4.1175
H1 3.8208 -8.8467 4.7021
H2 3.4210 -7.6370 2.7096
H3 5.8063 -7.5752 1.1322
H4 7.5858 -8.8786 2.6918
H5 6.3169 -9.5718 5.0188
N2 8.5507 -6.6556 3.3403
C5 9.7470 -7.1526 2.9248
C6 9.6692 -7.5844 1.6093
C7 8.4657 -7.3822 1.2146
C8 7.7254 -6.7286 2.2414
H6 8.2676 -6.4364 4.2847
H7 10.5174 -7.2606 3.6740
H8 10.4481 -8.0462 1.0208
H9 8.1041 -7.6736 0.2395
H10 6.6561 -6.6048 2.3291
N3 7.2636 -12.6493 4.6480
C9 7.0251 -11.3417 4.7799
C10 8.0414 -10.8055 5.6730
C11 8.6630 -11.8951 6.2362
C12 8.2909 -13.0267 5.4610
H11 6.7866 -13.1524 3.9135
H12 6.3589 -10.7661 4.1543
H13 8.0997 -9.7329 5.7850
H14 9.3382 -11.8358 7.0770
H15 8.6625 -14.0404 5.4349

Relative energy (zero: lowest compared OMol25 entry of this formula, charge and spin), kcal per mole: 95.0
Frontier orbital gap, Eh: 0.2965
SMILES: c1cc[nH]c1.c1cc[nH]c1.c1cc[nH]c1
Total energy, Eh: -630.350470
Maximum force, eV/Å: 7.76

***

# 5
C12H15N3O5 | ωB97M-V with the def2-TZVPD basis set

Cartesian coordinates (Å):
C1 2.1385 2.6131 -3.8766
C2 1.3108 2.1269 -2.7338
N1 1.7765 2.3335 -1.5176
C3 1.0908 1.9257 -0.4694
C4 -0.1583 1.2871 -0.5451
C5 -0.6426 1.0452 -1.8369
C6 0.0947 1.4623 -2.9253
H1 -0.2666 1.2748 -3.9246
H2 -1.5761 0.5264 -1.9862
O1 -0.7964 0.9997 0.6019
C7 -2.0236 0.3011 0.5588
H3 -2.7622 0.8278 -0.0568
C8 -1.9112 -1.1345 0.0230
O2 -2.6557 -1.5084 -0.8669
N2 -0.9625 -1.9156 0.5618
C9 -0.1089 -1.6271 1.6965
H4 -0.1874 -0.5929 2.0206
C10 -0.4738 -2.5813 2.8413
H5 0.2151 -2.4519 3.6764
O3 -0.3643 -3.9272 2.4407
C11 -1.2013 -4.2031 1.3414
H6 -1.0418 -5.2524 1.0901
C12 -0.8627 -3.3042 0.1484
H7 -1.5596 -3.4709 -0.6734
H8 0.1618 -3.5009 -0.1832
H9 -2.2553 -4.0516 1.6213
H10 -1.5015 -2.3734 3.1795
H11 0.9285 -1.8128 1.3974
H12 -2.3777 0.2843 1.5933
N3 1.7357 2.1719 0.8060
O4 2.4770 3.1202 0.8804
O5 1.4972 1.3974 1.7106
H13 1.5712 3.3201 -4.4790
H14 3.0293 3.1002 -3.4930
H15 2.4281 1.7811 -4.5160

Relative energy (zero: lowest compared OMol25 entry of this formula, charge and spin), kcal per mole: 86.4
Frontier orbital gap, Eh: 0.3287
SMILES: Cc1ccc(OCC(=O)N2CCOCC2)c([N+](=O)[O-])n1
Total energy, Eh: -1006.634332
Maximum force, eV/Å: 1.42

***

# 6
C12H15N4O7 | ωB97M-V with the def2-TZVPD basis set

Cartesian coordinates (Å):
O1 0.5376 -4.7876 2.5903
C1 1.4741 -4.1296 2.0578
N1 2.3299 -3.3268 1.4176
C2 1.7818 -1.9429 1.7105
C3 0.4856 -1.5855 0.8917
C4 -0.0428 -0.1221 1.3088
C5 -1.3692 0.5313 0.6773
C6 -2.7028 -0.3588 0.9092
C7 -2.9922 -0.4970 2.4988
O2 -3.7783 0.6928 2.8790
C8 0.8863 0.5048 2.4032
O3 0.4696 1.8216 2.8914
N2 1.4931 2.7224 2.7298
O4 1.8574 3.0506 3.8301
N3 2.0828 -0.0094 3.0024
N4 2.5355 -1.2194 2.6666
H1 -0.0478 -2.2534 0.1252
H2 -1.1938 0.6974 -0.4460
H3 -1.5042 1.5736 1.1822
H4 -2.5333 -1.3643 0.3724
H5 -3.5895 0.2355 0.4606
H6 -2.0431 -0.5225 3.1512
H7 -3.6360 -1.4552 2.6307
H8 -3.1655 1.4529 3.0155
H9 2.6110 0.5509 3.7111
C9 2.1222 0.7307 -4.7346
C10 0.6980 0.8894 -4.2422
C11 0.5994 1.5170 -2.8831
O5 -0.6078 0.9647 -2.3738
C12 -0.7754 -0.2396 -2.9940
O6 -1.5796 -1.0681 -2.6574
O7 0.0869 -0.3816 -4.0365
H10 2.7091 1.6366 -4.5637
H11 2.6180 -0.1159 -4.2508
H12 2.1255 0.5229 -5.8082
H13 0.1011 1.4396 -4.9779
H14 0.5357 2.6048 -2.9340
H15 1.4204 1.2404 -2.2117

Net charge: +1
Frontier orbital gap, Eh: 0.2661
Total energy, Eh: -1211.392490
Maximum force, eV/Å: 8.94

***

# 7
C12H15NO2S | ωB97M-V with the def2-TZVPD basis set

Cartesian coordinates (Å):
C1 -2.8855 -2.7988 0.5325
H1 -3.5756 -2.9307 -0.2962
H2 -2.5166 -3.7666 0.8583
H3 -3.3592 -2.2801 1.3600
S1 -1.4216 -1.8664 -0.0010
C2 -2.0124 -0.1870 -0.0161
C3 -3.3411 0.1156 -0.2632
C4 -3.7653 1.4329 -0.2863
C5 -2.8572 2.4554 -0.0766
C6 -1.5265 2.1663 0.1641
C7 -1.0882 0.8472 0.1996
N1 0.2378 0.5125 0.4537
C8 1.3346 1.2986 0.4939
O1 1.3749 2.4949 0.2991
C9 2.6162 0.4979 0.8014
C10 3.6046 0.6432 -0.3605
H4 3.5048 1.6120 -0.8440
C11 3.1925 -0.5313 -1.2445
H5 3.9842 -0.8631 -1.9115
C12 2.8339 -1.5895 -0.2020
H6 2.0534 -2.2779 -0.5368
H7 3.7179 -2.1710 0.0888
O2 2.3595 -0.8897 0.9444
H8 2.3146 -0.2680 -1.8360
H9 4.6286 0.5184 -0.0075
H10 3.0211 0.8795 1.7455
H11 0.4215 -0.4721 0.6416
H12 -0.8096 2.9544 0.3240
H13 -3.1832 3.4838 -0.1000
H14 -4.8047 1.6528 -0.4771
H15 -4.0532 -0.6734 -0.4476

Relative energy (zero: lowest compared OMol25 entry of this formula, charge and spin), kcal per mole: 10.7
Frontier orbital gap, Eh: 0.3238
SMILES: CSc1ccccc1NC(=O)[C@@H]1CCCO1
Total energy, Eh: -1069.707871
Maximum force, eV/Å: 0.71

***

# 8
C12H15NS | ωB97M-V with the def2-TZVPD basis set

Cartesian coordinates (Å):
N1 0.3867 1.6114 -0.1758
S1 1.5783 -0.4907 0.8970
C1 0.2093 0.6128 0.6650
C2 -2.7755 -3.5178 0.1145
C3 -3.2159 -2.4021 -0.5287
C4 -1.7654 -3.4040 1.0828
C5 -2.7755 -1.1085 -0.1809
C6 -1.2988 -2.1381 1.4165
C7 -1.7704 -0.9611 0.8018
C8 -1.1817 0.3885 1.2211
C9 2.5071 2.8386 0.2097
C10 1.7952 2.1597 -2.0439
C11 2.4771 0.3489 -0.3799
C12 1.7962 1.7166 -0.6164
H1 -3.1859 -4.4863 -0.1414
H2 -4.0326 -2.5439 -1.2243
H3 -1.4091 -4.3519 1.4872
H4 -3.1621 -0.2034 -0.6118
H5 -0.5745 -2.0420 2.2452
H6 -1.1006 0.4381 2.3370
H7 -1.8880 1.1737 0.9511
H8 2.0499 3.8202 0.0262
H9 2.4671 2.5625 1.2615
H10 3.5644 2.9082 -0.0805
H11 1.1351 1.5137 -2.6581
H12 2.8238 2.1423 -2.4648
H13 1.4499 3.2037 -2.1350
H14 2.3504 -0.2335 -1.2755
H15 3.5453 0.4443 -0.1996

Relative energy (zero: lowest compared OMol25 entry of this formula, charge and spin), kcal per mole: 0.0
Frontier orbital gap, Eh: 0.3439
SMILES: CC1(C)CSC(Cc2ccccc2)=N1
Total energy, Eh: -919.198309
Maximum force, eV/Å: 3.75